# 1
This record from OMol25 describes C7H18N5 as an isolated structure in a non-equilibrium geometry. The level of theory is ωB97M-V/def2-TZVPD.

```
! wB97M-V def2-TZVPD RIJCOSX def2/J DEFGRID3
* xyz 1 1
C -0.631 -2.867 0.875
C -1.315 -1.623 1.246
C 1.103 2.088 0.961
C 1.232 2.033 -1.531
C -0.958 2.525 -0.385
C -0.388 -0.358 -1.532
C 0.350 1.736 -0.321
N 0.653 -2.858 0.697
N 0.082 -0.290 0.818
N -1.330 -3.976 0.624
N -0.001 0.285 -0.290
N 1.271 -1.648 0.897
H -2.192 -1.334 0.690
H -1.329 -1.368 2.295
H 0.512 1.845 1.839
H 2.047 1.553 1.015
H 1.312 3.152 0.970
H 1.590 3.057 -1.453
H 0.692 1.943 -2.468
H 2.103 1.381 -1.555
H -1.533 2.284 -1.274
H -1.567 2.323 0.492
H -0.737 3.587 -0.411
H 0.468 -0.457 -2.200
H -0.778 -1.351 -1.323
H -1.157 0.229 -2.032
H -2.308 -4.034 0.848
H -0.829 -4.822 0.409
H 1.591 -1.502 1.860
H 2.048 -1.532 0.240
*
```

Output
LUMO = -0.1188 Eh
Frontier orbital gap = 0.344 Eh
E_HOMO = -12.59 eV
Electronic energy = -14991.5508 eV
Energy relative to the best compared isomer or geometry (same formula, charge and spin) = 1.5222 eV

***

# 2
This record from OMol25 describes a 2-piece molecular cluster, C27H20N2O3 overall in a non-equilibrium geometry. The level of theory is ωB97M-V/def2-TZVPD.

```
! wB97M-V def2-TZVPD RIJCOSX def2/J DEFGRID3
* xyz 0 1
C 1.285 0.543 -1.379
C 0.341 1.551 -1.475
N -0.524 2.347 -1.560
C 2.664 0.806 -1.520
C 3.631 -0.258 -1.532
C 4.982 0.004 -1.572
C 5.433 1.345 -1.599
N 6.825 1.625 -1.531
O 7.192 2.824 -1.519
O 7.636 0.672 -1.481
C 4.513 2.415 -1.620
C 3.159 2.154 -1.596
H 0.938 -0.489 -1.375
H 3.278 -1.291 -1.492
H 5.728 -0.788 -1.565
H 4.910 3.429 -1.644
H 2.458 2.991 -1.628
C -6.413 -0.662 -2.547
C -5.915 -1.726 -1.787
C -5.524 -1.528 -0.460
C -5.656 -0.250 0.083
O -5.175 0.014 1.373
C -3.792 0.039 1.555
C -3.161 1.292 1.575
C -1.786 1.339 1.596
C -0.984 0.159 1.694
C 0.424 0.345 1.627
C 1.483 -0.592 1.748
C 2.786 -0.055 1.991
C 3.895 -0.876 2.073
C 3.750 -2.268 1.970
C 2.485 -2.815 1.720
C 1.372 -1.997 1.554
C -1.681 -1.077 1.851
C -3.058 -1.145 1.689
C -6.202 0.815 -0.639
C -6.548 0.607 -1.973
H -6.703 -0.822 -3.588
H -5.817 -2.722 -2.220
H -5.118 -2.333 0.154
H -3.770 2.193 1.519
H -1.282 2.302 1.520
H 0.729 1.393 1.644
H 2.879 1.029 2.104
H 4.880 -0.431 2.222
H 4.624 -2.913 2.070
H 2.370 -3.896 1.645
H 0.423 -2.433 1.248
H -1.147 -1.990 2.102
H -3.585 -2.102 1.680
H -6.305 1.783 -0.149
H -6.926 1.447 -2.555
*
```

Output
LUMO = -0.1027 Eh
Frontier orbital gap = 0.144 Eh
E_HOMO = -6.71 eV
Electronic energy = -37440.1739 eV

***

# 3
This record from OMol25 describes C35H54BaN6O10P2 as an isolated structure in a non-equilibrium geometry. The level of theory is ωB97M-V/def2-TZVPD.

```
! wB97M-V def2-TZVPD RIJCOSX def2/J DEFGRID3
* xyz 0 1
Ba 0.674 0.308 0.052
C 1.592 -0.532 -5.702
N 1.655 -1.712 -4.866
C 2.445 -2.814 -5.364
C 1.084 -1.661 -3.639
O 0.427 -0.706 -3.279
C 1.308 -2.857 -2.718
O 0.239 -2.916 -1.796
C 0.571 -3.590 -0.608
C -0.526 -3.356 0.411
O -1.317 -2.428 0.308
N -0.589 -4.225 1.433
C -1.589 -4.022 2.459
C 0.397 -5.256 1.668
H 2.594 -0.216 -5.994
H 0.990 -0.721 -6.596
H 1.129 0.260 -5.118
H 2.670 -2.637 -6.414
H 3.386 -2.915 -4.819
H 1.887 -3.750 -5.296
H 1.374 -3.809 -3.265
H 2.247 -2.646 -2.187
H 0.710 -4.665 -0.805
H 1.481 -3.141 -0.177
H -2.351 -3.355 2.059
H -2.050 -4.977 2.717
H -1.144 -3.569 3.349
H 1.407 -4.848 1.622
H 0.231 -5.670 2.660
H 0.304 -6.064 0.937
C 4.889 -3.962 -0.069
C 4.422 -4.634 1.050
C 3.691 -3.927 1.985
C 3.401 -2.572 1.757
N 3.858 -1.936 0.683
C 4.594 -2.610 -0.189
C 2.491 -1.884 2.689
C 2.734 -2.020 4.056
C 1.809 -1.573 4.978
C 0.617 -1.049 4.509
C 0.418 -0.888 3.146
C 1.346 -1.248 2.159
H 5.487 -4.466 -0.812
H 4.627 -5.686 1.197
H 3.335 -4.411 2.883
H 4.966 -2.033 -1.028
H 3.674 -2.433 4.395
H 2.007 -1.638 6.038
H -0.147 -0.733 5.211
H -0.529 -0.447 2.859
C 1.064 4.841 1.731
C 0.130 4.345 0.644
C -0.457 5.482 -0.168
O -0.976 3.608 1.210
P -0.656 2.110 1.649
O 0.755 1.769 1.603
C -1.684 1.019 0.669
P -1.459 1.666 -0.979
O -0.072 2.022 -1.205
O -2.355 2.980 -1.184
C -3.753 3.175 -1.298
C -4.111 3.379 -2.767
C -4.133 4.395 -0.463
O -1.888 0.580 -2.049
C -3.035 -0.204 -2.335
C -2.569 -1.272 -3.316
C -3.653 -0.851 -1.105
O -1.238 1.946 3.135
C -2.078 2.745 3.943
C -1.425 4.075 4.280
C -3.443 2.958 3.298
H 1.947 5.264 1.261
H 1.376 4.010 2.357
H 0.584 5.600 2.348
H 0.699 3.684 -0.009
H -1.040 6.139 0.476
H -1.097 5.086 -0.952
H 0.349 6.050 -0.621
H -2.714 1.014 1.010
H -1.289 0.023 0.719
H -4.280 2.292 -0.910
H -3.620 4.275 -3.142
H -5.188 3.487 -2.882
H -3.767 2.534 -3.360
H -3.833 5.305 -0.977
H -3.621 4.363 0.496
H -5.206 4.418 -0.291
H -3.777 0.447 -2.821
H -1.875 -1.940 -2.813
H -2.032 -0.801 -4.132
H -3.425 -1.818 -3.704
H -2.905 -1.450 -0.592
H -4.460 -1.509 -1.420
H -4.075 -0.110 -0.426
H -2.188 2.145 4.858
H -1.368 4.691 3.388
H -0.420 3.909 4.656
H -2.011 4.592 5.035
H -3.320 3.506 2.366
H -4.085 3.536 3.960
H -3.928 2.006 3.087
O 2.298 -0.477 -1.166
N 3.400 -0.266 -1.806
C 4.081 0.836 -1.604
C 5.289 1.001 -2.316
N 6.272 1.144 -2.895
C 3.739 1.944 -0.777
N 3.592 2.945 -0.229
*
```

Output
LUMO = 0.0034 Eh
Frontier orbital gap = 0.240 Eh
E_HOMO = -6.43 eV
Electronic energy = -85856.7556 eV
Energy relative to the best compared isomer or geometry (same formula, charge and spin) = 7.5263 eV

***

# 4
This record from OMol25 describes a single C2H4OS molecule in a non-equilibrium geometry. The level of theory is ωB97M-V/def2-TZVPD.

```
! wB97M-V def2-TZVPD RIJCOSX def2/J DEFGRID3
* xyz 0 1
C -0.606 0.154 -0.027
C 0.812 0.495 -0.104
H -0.097 -1.656 0.184
H -1.349 0.596 -0.763
H -0.910 0.623 0.906
H 1.007 1.617 -0.058
O -0.853 -1.214 -0.089
S 1.996 -0.613 -0.050
*
```

Output
LUMO = -0.0152 Eh
Frontier orbital gap = 0.327 Eh
E_HOMO = -9.30 eV
Electronic energy = -15020.2820 eV
Energy relative to the best compared isomer or geometry (same formula, charge and spin) = 1.1836 eV

***

# 5
This record from OMol25 describes C2HLi2NaO2 as an isolated structure in a non-equilibrium geometry. The level of theory is ωB97M-V/def2-TZVPD.

```
! wB97M-V def2-TZVPD RIJCOSX def2/J DEFGRID3
* xyz 0 1
O -1.724 -0.425 -0.520
C -0.371 -0.445 -0.679
C 0.354 -0.226 0.465
Li -1.391 -1.527 1.025
Na -0.577 1.716 1.771
H 0.048 -0.706 -1.680
Li 2.243 0.989 -1.028
O 1.418 0.624 0.647
*
```

Output
LUMO (spin up / spin down) = -0.0164 / -0.0165 Eh
Frontier orbital gap (spin up / spin down) = 0.143 / 0.143 Eh
E_HOMO (spin up / spin down) = -4.33 / -4.34 eV
Electronic energy = -11008.7108 eV
Energy relative to the best compared isomer or geometry (same formula, charge and spin) = 0.8305 eV

***

# 6
This record from OMol25 describes a single C2H4Cl2 molecule in a non-equilibrium geometry. The level of theory is ωB97M-V/def2-TZVPD.

```
! wB97M-V def2-TZVPD RIJCOSX def2/J DEFGRID3
* xyz 0 1
Cl -11.297 -1.750 -23.021
C -9.610 -1.486 -22.952
C -9.154 -1.309 -21.487
Cl -9.115 -2.931 -20.665
H -9.304 -0.739 -23.685
H -9.112 -2.395 -23.288
H -9.535 -0.479 -20.893
H -8.077 -1.151 -21.557
*
```

Output
LUMO = 0.0344 Eh
Frontier orbital gap = 0.426 Eh
E_HOMO = -10.65 eV
Electronic energy = -27183.5100 eV
Energy relative to the best compared isomer or geometry (same formula, charge and spin) = 0.4492 eV

***

# 7
This record from OMol25 describes C21H40P2Pt as an isolated structure in a non-equilibrium geometry. The level of theory is ωB97M-V/def2-TZVPD.

```
! wB97M-V def2-TZVPD RIJCOSX def2/J DEFGRID3
* xyz 0 3
P 2.495 1.480 -0.409
P 1.315 -0.868 -2.635
C 3.532 0.463 -1.598
C 2.814 0.109 -2.893
H 3.846 -0.442 -1.051
H 4.447 1.029 -1.823
H 2.565 0.968 -3.528
H 3.441 -0.575 -3.469
C 2.046 -2.520 -2.613
H 1.368 -3.292 -2.244
H 2.992 -2.536 -2.059
H 2.280 -2.725 -3.666
C 0.438 -0.784 -4.179
H 1.042 -1.378 -4.867
H 0.386 0.243 -4.545
H -0.555 -1.229 -4.105
C 3.780 1.765 0.853
H 3.359 2.343 1.682
H 4.619 2.329 0.419
H 4.175 0.812 1.228
C 2.366 3.017 -1.358
H 1.927 2.840 -2.339
H 3.375 3.417 -1.509
H 1.764 3.738 -0.807
Pt -0.453 2.479 0.387
C -0.870 -2.500 -0.669
C 0.173 -3.074 -0.068
C 1.410 -2.437 0.528
C 1.312 -0.979 1.001
C 1.205 0.145 -0.051
C 0.429 -0.060 -1.411
C -1.134 -0.197 -1.348
C -1.628 -1.277 -0.383
C -0.203 3.746 1.893
H -1.396 -3.095 -1.429
H 0.164 -4.178 -0.037
H 2.282 -2.569 -0.132
H 1.662 -3.018 1.441
H 0.485 -0.932 1.749
H 2.264 -0.797 1.518
H 0.544 0.981 0.586
H 0.459 0.988 -1.814
H -1.527 -0.408 -2.358
H -1.623 0.779 -1.058
H -1.588 -0.911 0.662
H -2.694 -1.451 -0.622
H -1.168 4.239 2.131
H 0.641 4.431 1.723
H 0.023 2.973 2.641
C -4.731 -0.403 1.716
C -3.691 0.048 2.741
C -4.401 0.935 3.759
C -3.218 -1.203 3.485
C -2.606 0.778 2.054
C -1.800 1.459 1.391
H -5.533 -0.922 2.248
H -4.299 -1.092 0.983
H -5.158 0.454 1.190
H -5.212 0.366 4.224
H -3.710 1.255 4.543
H -4.830 1.809 3.266
H -2.780 -1.946 2.811
H -2.510 -0.975 4.286
H -4.111 -1.647 3.940
*
```

Output
LUMO (spin up / spin down) = 0.0004 / -0.0055 Eh
Frontier orbital gap (spin up / spin down) = 0.131 / 0.229 Eh
E_HOMO (spin up / spin down) = -3.56 / -6.38 eV
Electronic energy = -44239.9519 eV
Energy relative to the best compared isomer or geometry (same formula, charge and spin) = 5.0101 eV

***

# 8
This record from OMol25 describes a single C6H9N molecule. The level of theory is ωB97M-V/def2-TZVPD.

```
! wB97M-V def2-TZVPD RIJCOSX def2/J DEFGRID3
* xyz 0 1
C -1.782 -0.126 -0.513
C -0.289 -0.077 -0.719
C 0.370 -0.867 -1.568
C 0.237 -0.583 2.017
C 0.818 0.650 1.597
N 1.802 0.848 0.482
C 0.432 0.934 0.119
H -2.019 -0.377 0.533
H -2.243 -0.871 -1.172
H -2.232 0.855 -0.729
H -0.157 -1.619 -2.149
H 1.448 -0.797 -1.698
H 0.629 -1.386 1.349
H 0.740 1.521 2.250
H 2.179 -0.061 0.208
H 0.066 1.957 -0.008
*
```

Output
LUMO = -0.0065 Eh
Frontier orbital gap = 0.307 Eh
E_HOMO = -8.54 eV
Electronic energy = -7852.7893 eV
Energy relative to the best compared isomer or geometry (same formula, charge and spin) = 5.3703 eV